Density functional theory data (wB97M-V/def2-TZVPD) for a molecular structure, C31H36BF4HgN10O2P2S2Se.

Geometry as ORCA input:
```
! RIJCOSX wB97M-V def2-TZVPD def2/J DEFGRID3
* xyz 0 2
Hg 0.147 0.039 0.095
Se 0.017 5.437 5.916
N -1.244 4.438 5.130
C -0.658 3.731 4.204
C -1.357 2.788 3.339
C -2.712 2.568 3.424
C -3.328 1.657 2.560
C -2.533 0.983 1.653
N -1.220 1.174 1.551
C -0.592 2.077 2.365
C 0.796 2.287 2.205
N 1.465 1.591 1.226
C 2.771 1.793 1.067
C 3.527 2.652 1.831
C 2.866 3.373 2.849
C 1.521 3.201 3.035
C 0.774 3.934 4.058
N 1.318 4.796 4.868
H -3.282 3.108 4.168
H -4.385 1.447 2.611
H -2.958 0.247 0.982
H 3.237 1.225 0.264
H 4.585 2.765 1.646
H 3.400 4.065 3.486
N -0.903 3.553 -0.589
C -1.621 2.698 -1.379
N -1.473 1.412 -1.334
C -2.263 0.781 -2.264
C -3.001 1.597 -3.055
S -2.732 3.241 -2.596
C -2.257 -0.682 -2.221
C -2.992 -1.537 -2.967
S -2.750 -3.152 -2.418
C -1.674 -2.562 -1.202
N -1.480 -1.271 -1.246
N -1.046 -3.397 -0.328
H -0.522 3.120 0.244
H -1.294 4.469 -0.434
H -3.706 1.344 -3.827
H -3.685 -1.310 -3.758
H -1.563 -4.237 -0.099
H -0.796 -2.909 0.526
C 1.291 -2.908 -2.503
P 1.907 -1.463 -1.571
C 3.416 -2.159 -0.813
C 2.626 -0.530 -2.996
C 3.075 0.900 -2.698
P 1.632 1.923 -2.183
C 0.792 2.124 -3.804
C 2.420 3.570 -2.025
H 1.049 -3.719 -1.819
H 2.055 -3.237 -3.210
H 0.388 -2.641 -3.052
H 4.000 -2.701 -1.559
H 3.144 -2.839 -0.006
H 4.031 -1.365 -0.388
H 1.862 -0.526 -3.779
H 3.457 -1.128 -3.381
H 3.561 1.338 -3.575
H 3.812 0.909 -1.889
H 1.498 2.353 -4.606
H 0.075 2.943 -3.727
H 0.229 1.226 -4.063
H 2.971 3.848 -2.927
H 3.099 3.576 -1.172
H 1.643 4.311 -1.837
O -1.733 -6.714 3.067
C -1.211 -6.075 4.203
N -0.462 -4.889 3.843
C 0.844 -4.717 4.133
O 1.503 -5.489 4.807
C 1.503 -3.505 3.519
C 2.832 -3.251 3.828
C 3.458 -2.166 3.240
C 2.738 -1.386 2.347
N 1.464 -1.617 2.035
C 0.864 -2.646 2.637
H -2.334 -6.100 2.623
H -0.525 -6.765 4.687
H -2.009 -5.802 4.900
H -0.949 -4.238 3.248
H 3.341 -3.915 4.514
H 4.487 -1.920 3.462
H 3.200 -0.528 1.876
H -0.182 -2.761 2.394
F -2.484 -3.883 2.190
B -2.979 -2.556 1.963
F -3.706 -2.534 0.777
F -3.705 -2.130 3.048
F -1.818 -1.739 1.795
*
```

Properties
<S²>   0.77
Orbital gap (alpha / beta)   4.95 / 8.14 eV
Relative energy (zero: lowest compared OMol25 entry of this formula, charge and spin)   1.099 eV
Max |F|   0.56 eV/Å

In elementary charge units, the Mulliken charges are: Hg 3.92; Se 0.18; N -0.91; C 0.79; C 0.34; C -0.65; C -1.41; C -0.67; N 0.31; C -0.66; C -0.56; N 0.35; C -0.82; C -1.45; C -0.61; C 0.37; C 0.74; N -0.90; H 0.51; H 0.52; H 0.52; H 0.59; H 0.52; H 0.50; N -0.02; C -0.59; N 0.91; C -1.23; C -0.28; S -0.23; C -0.91; C -0.41; S -0.28; C -0.26; N 1.23; N 0.03; H 0.05; H 0.28; H 0.50; H 0.52; H 0.36; H -0.59; C -1.58; P 1.36; C -1.47; C -1.58; C -1.23; P 1.25; C -1.61; C -1.54; H 0.43; H 0.56; H 0.26; H 0.53; H 0.35; H 0.37; H 0.40; H 0.64; H 0.64; H 0.44; H 0.49; H 0.40; H 0.28; H 0.45; H 0.41; H 0.31; O -0.59; C -0.57; N 0.05; C 0.79; O -0.74; C -0.07; C -0.73; C -1.18; C -0.38; N 0.84; C 0.55; H 0.36; H 0.45; H 0.28; H 0.18; H 0.50; H 0.51; H 0.41; H -0.75; F -0.39; B 0.37; F -0.34; F -0.34; F -0.40

---

Density functional theory data (wB97M-V/def2-TZVPD) for 2 unconnected molecules or ions with the total composition C7H16N3.

Geometry as ORCA input:
```
! RIJCOSX wB97M-V def2-TZVPD def2/J DEFGRID3
* xyz 1 1
C -0.966 0.767 -1.158
C -2.255 0.673 -3.126
C 0.793 -0.436 2.623
C 0.896 -0.555 4.107
C 2.050 -0.138 1.884
C -0.275 2.003 -3.030
C -0.277 -1.563 -1.280
N -0.292 -0.577 1.977
N -1.183 1.006 -2.486
N -0.597 -0.313 -0.617
H -2.934 -0.048 -2.704
H -2.512 1.155 -4.053
H 1.929 -0.533 4.444
H 0.427 -1.480 4.448
H 0.361 0.272 4.576
H 2.776 -0.929 2.081
H 2.480 0.793 2.250
H 1.882 -0.061 0.814
H -0.651 3.007 -2.829
H 0.702 1.903 -2.562
H -0.183 1.869 -4.106
H -0.997 -2.321 -0.972
H 0.711 -1.891 -0.960
H -0.295 -1.465 -2.365
H -1.111 -0.776 2.545
H -0.481 -0.362 0.499
*
```

Properties
Orbital gap (alpha / beta)   8.32 / 8.31 eV
Relative energy (zero: lowest compared OMol25 entry of this formula, charge and spin)   3.477 eV
Max |F|   2.42 eV/Å

In elementary charge units, the Mulliken charges are: C -0.30; C -0.22; C 0.96; C -1.34; C -1.20; C -0.89; C -0.90; N -0.61; N 0.20; N 0.12; H 0.28; H 0.28; H 0.34; H 0.39; H 0.35; H 0.34; H 0.35; H 0.24; H 0.33; H 0.31; H 0.38; H 0.31; H 0.28; H 0.40; H 0.14; H 0.44

---

Density functional theory data (wB97M-V/def2-TZVPD) for a gas-phase ion, C8H16N3 (charge +1).

Geometry as ORCA input:
```
! RIJCOSX wB97M-V def2-TZVPD def2/J DEFGRID3
* xyz 1 1
H 6.156 1.057 0.151
N 5.214 0.974 -0.225
C 4.409 0.059 0.058
C 2.998 0.317 -0.265
C 1.911 -0.622 0.388
N 0.640 -0.084 0.611
C -0.435 -0.174 -0.208
C -0.385 -0.749 -1.535
N -1.556 0.392 0.323
C -2.836 0.287 0.319
C -3.582 1.573 0.416
C -3.567 -1.006 0.605
H 4.588 -0.839 0.558
H 2.640 1.255 0.161
H 2.724 0.498 -1.324
H 1.761 -1.562 -0.153
H 2.402 -0.944 1.405
H 0.402 0.608 1.399
H 0.499 -0.409 -2.182
H -1.233 -0.454 -2.093
H -0.368 -1.767 -1.494
H -3.715 1.937 1.350
H -4.520 1.358 -0.109
H -2.867 2.322 -0.176
H -3.997 -1.004 1.653
H -2.865 -1.766 0.509
H -4.418 -1.256 -0.144
*
```

Properties
Structure (SMILES)   [H]/N=C/CC/[NH+]=C(\C)N=C(C)C
Orbital gap   8.25 eV
Relative energy (zero: lowest compared OMol25 entry of this formula, charge and spin)   2.320 eV
Max |F|   5.76 eV/Å

In elementary charge units, the Mulliken charges are: H 0.26; N -0.53; C -0.21; C -0.30; C -0.75; N -0.11; C 0.70; C -1.41; N -0.24; C 0.57; C -1.01; C -1.12; H 0.42; H 0.27; H 0.24; H 0.34; H 0.36; H 0.32; H 0.30; H 0.45; H 0.44; H 0.32; H 0.36; H 0.30; H 0.30; H 0.36; H 0.35

---

Density functional theory data (wB97M-V/def2-TZVPD) for a gas-phase ion, C3H10N3 (charge +1).

Geometry as ORCA input:
```
! RIJCOSX wB97M-V def2-TZVPD def2/J DEFGRID3
* xyz 1 1
C -0.277 2.073 0.030
N 0.555 1.146 0.178
C 0.452 -0.202 -0.428
N 1.829 -0.719 0.120
C -0.683 -1.043 0.260
N -1.945 -0.477 -0.014
H -0.285 2.925 0.606
H -1.169 1.807 -0.490
H 0.551 -0.100 -1.480
H 2.060 -0.255 0.939
H 1.960 -1.776 -0.024
H 2.676 -0.261 -0.487
H -0.430 -0.960 1.266
H -0.669 -2.036 -0.052
H -2.205 0.392 0.530
H -2.420 -0.514 -0.953
*
```

Properties
Structure (SMILES)   C=N[C@@H]([NH3+])CN
Orbital gap   9.67 eV
Relative energy (zero: lowest compared OMol25 entry of this formula, charge and spin)   3.461 eV
Max |F|   6.73 eV/Å

In elementary charge units, the Mulliken charges are: C -0.44; N -0.41; C 0.01; N -0.43; C -0.77; N -0.54; H 0.28; H 0.34; H 0.43; H 0.36; H 0.37; H 0.41; H 0.43; H 0.42; H 0.29; H 0.24

---

Density functional theory data (wB97M-V/def2-TZVPD) for 2 unconnected molecules or ions with the total composition C4H12O3.

Geometry as ORCA input:
```
! RIJCOSX wB97M-V def2-TZVPD def2/J DEFGRID3
* xyz 0 1
C 1.259 -1.147 1.816
C 1.053 0.069 0.942
O 2.160 0.357 0.052
C 0.034 0.000 -0.259
C -0.158 1.364 -1.039
O -0.986 2.407 -0.322
H 2.439 -1.389 2.069
H 0.768 -1.178 2.799
H 1.032 -1.876 1.020
H 0.812 0.977 1.631
H 2.785 -0.438 0.026
H -0.899 -0.371 0.324
H 0.287 -0.978 -0.945
H -0.529 1.228 -2.091
H 0.831 1.925 -1.090
H -1.572 1.891 0.194
O -2.890 -0.861 -1.390
H -3.572 -0.278 -1.810
H -2.855 -1.701 -1.926
*
```

Properties
Structure (SMILES)   C[C@@H](O)CCO.O
Orbital gap   10.08 eV
Relative energy (zero: lowest compared OMol25 entry of this formula, charge and spin)   2.603 eV
Max |F|   3.82 eV/Å

In elementary charge units, the Mulliken charges are: C -1.17; C 0.35; O -0.54; C -0.38; C -0.46; O -0.51; H 0.24; H 0.32; H 0.35; H 0.20; H 0.31; H 0.25; H 0.25; H 0.20; H 0.27; H 0.32; O -0.61; H 0.31; H 0.31

---

Density functional theory data (wB97M-V/def2-TZVPD) for 6 unconnected molecules or ions with the total composition C25H60N2O6.

Geometry as ORCA input:
```
! RIJCOSX wB97M-V def2-TZVPD def2/J DEFGRID3
* xyz 0 1
C 2.577 -20.997 0.166
C 2.948 -19.930 1.203
C 2.565 -18.491 0.609
C 2.133 -20.234 2.434
C 2.502 -19.358 3.567
C 3.920 -19.696 4.025
C 4.952 -19.464 2.889
C 5.103 -17.942 2.714
C 6.305 -20.116 3.131
N 4.376 -20.088 1.632
O 5.222 -19.654 0.568
H 2.733 -21.989 0.597
H 1.552 -20.851 -0.097
H 3.247 -20.949 -0.684
H 2.684 -17.715 1.387
H 3.183 -18.276 -0.233
H 1.550 -18.442 0.244
H 1.082 -20.068 2.263
H 2.201 -21.316 2.630
H 2.369 -18.279 3.386
H 1.722 -19.555 4.331
H 4.021 -20.779 4.295
H 4.312 -19.053 4.816
H 4.158 -17.470 2.977
H 5.252 -17.680 1.721
H 5.827 -17.618 3.460
H 7.037 -19.628 2.530
H 6.235 -21.174 2.889
H 6.605 -20.085 4.213
H 5.470 -20.402 0.075
C 5.165 -21.147 -2.920
C 5.872 -20.471 -4.090
C 5.133 -20.911 -5.364
C 5.822 -18.905 -3.985
C 6.689 -18.369 -5.182
C 8.082 -18.790 -4.969
C 8.352 -20.292 -4.894
C 8.257 -20.983 -6.306
C 9.718 -20.566 -4.368
N 7.345 -20.842 -3.938
O 7.491 -22.243 -3.899
H 5.701 -20.844 -1.989
H 4.152 -20.883 -2.884
H 5.193 -22.229 -2.953
H 5.292 -21.946 -5.732
H 4.055 -20.615 -5.108
H 5.346 -20.261 -6.214
H 4.753 -18.630 -4.007
H 6.222 -18.569 -3.066
H 6.321 -18.536 -6.191
H 6.763 -17.308 -5.215
H 8.455 -18.327 -4.067
H 8.716 -18.378 -5.791
H 7.306 -20.754 -6.761
H 8.239 -22.085 -6.194
H 9.102 -20.636 -6.833
H 10.559 -20.453 -5.069
H 9.740 -21.598 -3.969
H 9.874 -19.926 -3.493
H 7.701 -22.456 -2.968
C 3.856 -26.923 -3.235
C 3.887 -25.641 -2.522
O 4.421 -24.581 -3.318
H 4.890 -27.089 -3.659
H 3.119 -26.952 -4.108
H 3.469 -27.777 -2.622
H 4.522 -25.662 -1.645
H 2.914 -25.465 -2.017
H 4.037 -24.528 -4.166
C 5.951 -25.070 -7.530
C 6.642 -24.858 -6.179
O 5.937 -25.663 -5.215
H 6.696 -24.856 -8.330
H 5.058 -24.394 -7.664
H 5.845 -26.178 -7.515
H 6.653 -23.823 -5.873
H 7.637 -25.184 -6.313
H 5.646 -25.176 -4.419
C 8.736 -18.082 0.375
C 8.204 -19.254 -0.582
O 8.290 -20.540 0.093
H 9.724 -18.252 0.799
H 8.095 -17.938 1.260
H 8.683 -17.153 -0.203
H 8.823 -19.351 -1.458
H 7.172 -19.248 -1.040
H 7.481 -20.697 0.573
C 7.145 -23.311 -0.465
O 8.256 -22.971 -1.277
H 6.382 -22.517 -0.412
H 6.551 -24.143 -0.977
H 7.478 -23.648 0.535
H 8.457 -22.035 -1.060
*
```

Properties
Structure (SMILES)   CC1(C)CCCC(C)(C)N1O.CC1(C)CCCC(C)(C)N1O.CCO.CCO.CCO.CO
Orbital gap   8.84 eV
Max |F|   2.95 eV/Å

In elementary charge units, the Mulliken charges are: C -1.48; C 1.63; C -1.62; C -1.18; C -0.57; C -1.10; C 1.73; C -1.95; C -1.73; N -0.09; O 0.16; H 0.48; H 0.52; H -0.20; H 0.31; H 0.25; H 0.48; H 0.43; H 0.34; H 0.32; H 0.34; H 0.33; H 0.42; H 0.47; H 0.35; H 0.50; H 0.23; H 0.38; H 0.39; H -0.21; C -1.90; C 1.56; C -1.50; C -0.97; C -0.90; C -1.21; C 1.33; C -1.82; C -1.64; N 0.97; O -0.38; H -0.16; H 0.98; H 0.19; H -0.12; H 0.44; H 0.45; H 0.52; H 0.06; H 0.40; H 0.49; H 0.31; H 0.37; H 0.37; H 0.21; H 0.63; H 0.38; H 0.35; H 0.30; H 0.36; C -0.98; C -0.29; O -0.40; H 0.26; H 0.25; H 0.37; H 0.21; H 0.32; H 0.33; C -1.08; C 0.54; O -0.59; H 0.34; H 0.25; H 0.30; H -0.51; H 0.32; H 0.36; C -1.33; C 1.33; O -0.73; H 0.35; H 0.22; H 0.38; H -0.06; H -0.48; H 0.27; C 0.17; O -0.63; H -0.24; H -0.02; H 0.33; H 0.45

---

Density functional theory data (wB97M-V/def2-TZVPD) for a single C6H9NS molecule.

Geometry as ORCA input:
```
! RIJCOSX wB97M-V def2-TZVPD def2/J DEFGRID3
* xyz 0 1
C 0.906 0.805 0.193
C -0.690 -0.917 0.499
C 1.904 1.474 0.781
C -1.043 -1.985 1.230
C -1.515 1.687 -0.402
C 0.713 -0.971 -1.294
N 0.570 -0.485 0.017
S -2.045 0.074 -0.276
H 2.667 1.053 1.383
H 2.067 2.594 0.578
H -2.120 -2.109 1.244
H -0.290 -2.634 1.844
H -1.701 2.347 0.501
H -1.886 2.205 -1.329
H 1.743 -1.370 -1.321
H -0.056 -1.615 -1.586
H 0.774 -0.153 -2.064
*
```

Properties
Orbital gap (alpha / beta)   7.77 / 7.58 eV
Relative energy (zero: lowest compared OMol25 entry of this formula, charge and spin)   5.800 eV
Max |F|   4.74 eV/Å

In elementary charge units, the Mulliken charges are: C 0.21; C 0.37; C -0.84; C -0.77; C -0.62; C -0.99; N 0.02; S -0.09; H 0.33; H 0.22; H 0.24; H 0.25; H 0.26; H 0.29; H 0.32; H 0.46; H 0.34

---

Density functional theory data (wB97M-V/def2-TZVPD) for a single C4H9NO2 molecule.

Geometry as ORCA input:
```
! RIJCOSX wB97M-V def2-TZVPD def2/J DEFGRID3
* xyz 0 1
C 1.460 -1.304 -0.692
N 1.626 0.124 -0.454
C 1.126 0.600 0.831
C -0.349 0.958 0.741
O -0.792 2.082 0.783
O -1.097 -0.129 0.456
C -2.380 0.137 -0.110
H 2.231 -1.852 -0.137
H 1.616 -1.498 -1.757
H 0.473 -1.693 -0.405
H 1.197 0.658 -1.204
H 1.654 1.511 1.125
H 1.303 -0.169 1.592
H -2.974 -0.764 0.043
H -2.257 0.339 -1.181
H -2.837 1.001 0.370
*
```

Properties
Structure (SMILES)   CNCC(=O)OC
Orbital gap   9.93 eV
Relative energy (zero: lowest compared OMol25 entry of this formula, charge and spin)   1.423 eV
Max |F|   0.56 eV/Å

In elementary charge units, the Mulliken charges are: C -0.76; N -0.37; C -0.51; C 0.64; O -0.57; O -0.27; C -0.70; H 0.27; H 0.33; H 0.27; H 0.26; H 0.27; H 0.31; H 0.22; H 0.28; H 0.35

---

Density functional theory data (wB97M-V/def2-TZVPD) for 2 unconnected molecules or ions with the total composition C19H16Cl6NO3.

Geometry as ORCA input:
```
! RIJCOSX wB97M-V def2-TZVPD def2/J DEFGRID3
* xyz -1 1
Cl 1.109 1.313 2.434
C 4.835 -2.008 2.070
Cl 3.510 -3.079 2.086
C 5.416 -1.657 0.751
O 4.788 -1.798 -0.297
C 6.759 -1.034 0.806
Cl 7.540 -0.805 -0.694
C 7.258 -0.523 2.000
Cl 8.852 0.136 2.038
C 6.476 -0.592 3.194
Cl 7.000 0.206 4.612
C 5.264 -1.341 3.208
Cl 4.281 -1.336 4.621
C 2.296 4.173 2.239
C 1.612 4.166 0.890
N 1.946 3.024 0.001
C 2.956 3.307 -1.023
C 2.395 3.823 -2.333
C 1.179 1.890 -0.172
C 0.212 1.665 0.998
C -0.754 0.487 0.847
C -1.915 0.541 1.821
C -2.262 1.715 2.515
C -3.328 1.732 3.405
C -4.113 0.587 3.585
C -3.788 -0.588 2.881
C -2.703 -0.607 1.996
O -0.630 -0.402 0.036
O 1.292 1.175 -1.163
H 1.851 4.974 2.832
H 2.137 3.235 2.774
H 3.370 4.340 2.131
H 0.521 4.231 1.009
H 1.931 5.051 0.321
H 3.625 4.053 -0.578
H 3.499 2.370 -1.205
H 3.217 4.002 -3.030
H 1.719 3.076 -2.762
H 1.850 4.760 -2.178
H -0.365 2.593 1.087
H -1.699 2.629 2.356
H -3.537 2.639 3.974
H -4.955 0.598 4.282
H -4.383 -1.497 3.025
H -2.463 -1.507 1.421
*
```

Properties
Orbital gap   5.41 eV
Relative energy (zero: lowest compared OMol25 entry of this formula, charge and spin)   0.000 eV
Max |F|   1.80 eV/Å

In elementary charge units, the Mulliken charges are: Cl -0.16; C 0.04; Cl -0.20; C 0.24; O -0.76; C 0.10; Cl -0.20; C 0.20; Cl -0.23; C 0.11; Cl -0.25; C 0.17; Cl -0.21; C -0.92; C -0.85; N 0.35; C -0.79; C -1.05; C 0.06; C 0.96; C -0.04; C 0.65; C -0.16; C -0.79; C -0.34; C -0.49; C -0.56; O -0.54; O -0.60; H 0.37; H 0.16; H 0.32; H 0.43; H 0.44; H 0.45; H 0.40; H 0.38; H 0.30; H 0.28; H 0.01; H 0.24; H 0.36; H 0.36; H 0.35; H 0.42

---

Density functional theory data (wB97M-V/def2-TZVPD) for 2 unconnected molecules or ions with the total composition C3H7NOS.

Geometry as ORCA input:
```
! RIJCOSX wB97M-V def2-TZVPD def2/J DEFGRID3
* xyz 0 1
C 2.444 -0.916 1.905
C 0.461 -0.798 0.278
C -2.716 0.698 -1.470
H 2.417 -1.655 0.969
H 3.322 -0.269 2.201
H 2.218 -1.249 2.954
H -0.086 -1.689 0.753
H 1.032 -1.223 -0.622
H -3.149 1.848 -0.615
H -3.523 0.354 -2.377
N -1.519 -0.029 -1.344
O 1.364 -0.150 1.282
S -0.228 0.711 -0.524
*
```

Properties
Orbital gap   8.72 eV
Relative energy (zero: lowest compared OMol25 entry of this formula, charge and spin)   6.725 eV
Max |F|   6.80 eV/Å

In elementary charge units, the Mulliken charges are: C -0.44; C -0.41; C -0.27; H 0.29; H 0.18; H 0.17; H 0.39; H 0.27; H 0.22; H 0.25; N -0.28; O -0.37; S 0.01